(1)
{"formula": "C27H38CoN5O7P2Si", "method": "ωB97M-V/def2-TZVPD", "largest_force_ev_per_a": 3.8, "spin_multiplicity": 4, "homo_lumo_gap_ev": [6.097, 7.378], "charge": -1, "lumo_energy_ev": [2.58, 2.57], "homo_ha": [-0.12935, -0.17660], "relative_energy_kj_mol": 7.0, "elements": ["Co", "P", "P", "Si", "O", "O", "O", "O", "O", "O", "O", "N", "N", "N", "N", "N", "C", "C", "C", "C", "C", "C", "C", "C", "C", "C", "C", "C", "C", "C", "C", "C", "C", "C", "C", "C", "C", "C", "C", "C", "C", "C", "C", "H", "H", "H", "H", "H", "H", "H", "H", "H", "H", "H", "H", "H", "H", "H", "H", "H", "H", "H", "H", "H", "H", "H", "H", "H", "H", "H", "H", "H", "H", "H", "H", "H", "H", "H", "H", "H", "H"], "coordinates": [[-12.394856, -15.283054, 1.730629], [-11.120808, -15.160534, -1.207200], [-11.859508, -17.821250, -0.229726], [-14.238411, -17.038878, 3.805204], [-13.188349, -18.673110, -0.708402], [-11.596920, -14.498838, -2.559565], [-9.635773, -15.250886, -1.031940], [-11.994140, -14.545249, -0.084866], [-11.701741, -16.661303, -1.422936], [-12.313294, -17.186753, 1.113637], [-10.670112, -18.667327, -0.174267], [-9.553980, -13.207615, 3.747996], [-7.940858, -16.239242, 0.862172], [-11.124957, -13.896818, 2.378972], [-7.547001, -15.563758, 2.016311], [-14.665882, -15.557174, 1.341865], [-15.196651, -16.656445, 2.150109], [-15.739702, -13.627989, -0.843692], [-15.000292, -16.803285, 7.867870], [-15.050359, -13.196243, 0.523537], [-14.059708, -18.930810, 3.922984], [-14.809719, -15.834200, -0.193391], [-16.188897, -15.011841, 6.874108], [-7.413959, -18.195480, -0.639812], [-15.366145, -14.230519, 1.624351], [-13.787781, -21.762233, 3.812672], [-14.975439, -16.572473, 5.446357], [-10.761382, -13.856451, 3.664245], [-15.885427, -15.463136, 5.619537], [-15.879426, -15.733208, 8.017217], [-14.615799, -21.158921, 4.789333], [-12.590909, -16.181942, 3.615124], [-14.438513, -17.134070, 6.622872], [-13.206814, -19.549632, 2.982142], [-7.187183, -17.349926, 0.608192], [-13.135677, -20.920068, 2.891169], [-5.921232, -15.916197, 3.758334], [-15.984798, -15.138698, -0.888251], [-9.262230, -12.702065, 2.530540], [-6.332358, -17.484663, 1.690594], [-10.259893, -13.126828, 1.669557], [-14.784039, -19.747043, 4.807082], [-6.612417, -16.341361, 2.532672], [-14.893411, -16.917712, -0.342975], [-15.114646, -13.448364, -1.735722], [-6.593312, -15.240148, 4.356331], [-16.299455, -15.500480, 8.993599], [-16.908714, -15.401603, -0.448646], [-11.785567, -16.893649, 3.758214], [-12.645193, -18.872576, 2.339375], [-13.803111, -15.575637, -0.542958], [-8.415669, -12.096253, 2.387123], [-16.205572, -14.836289, 4.746375], [-16.800823, -14.117455, 6.946763], [-10.400672, -12.959862, 0.639592], [-16.221543, -16.468530, 2.452523], [-12.598596, -15.434460, 4.385214], [-5.689362, -18.319875, 1.936721], [-6.559918, -17.889954, -1.320329], [-15.071830, -21.776535, 5.514195], [-14.549890, -17.283578, 8.759367], [-5.569049, -16.807547, 4.378350], [-8.379269, -17.932846, -0.973892], [-15.121568, -17.573071, 1.539765], [-13.635455, -22.815684, 3.817306], [-14.940695, -13.810057, 2.627299], [-15.463026, -12.233694, 0.935011], [-16.649552, -13.061690, -1.036178], [-16.491537, -14.397850, 1.688163], [-7.332480, -19.195999, -0.366305], [-13.084018, -19.302143, -1.405332], [-13.988863, -13.121826, 0.411049], [-15.490425, -19.289990, 5.459627], [-8.589247, -15.844505, 0.073342], [-9.022110, -13.136640, 4.628488], [-10.895583, -14.493029, -3.224106], [-4.986524, -15.308687, 3.486530], [-11.370238, -14.225406, 4.471861], [-12.483569, -21.368660, 2.131812], [-13.624836, -17.926094, 6.568022], [-15.954466, -15.419199, -1.938347]], "forces_ev_per_angstrom": [[-1.208, -1.493, 0.569], [-0.916, -0.883, 2.963], [-1.047, 0.542, 1.325], [2.018, -0.165, -1.180], [0.214, 1.528, 0.819], [0.262, 0.619, -0.828], [-0.812, 0.703, -0.691], [1.502, -0.027, -2.799], [-0.425, -0.829, 0.782], [0.595, -0.632, -2.738], [0.626, -0.465, -0.524], [-1.424, -0.411, 1.965], [0.244, 0.427, -1.345], [-0.185, 1.016, 1.693], [-0.596, -1.190, -1.454], [-0.891, 1.608, -1.456], [0.156, -0.443, 0.800], [0.664, 0.371, 0.231], [1.353, -0.020, 0.510], [-1.908, -0.142, 0.001], [-0.399, -0.377, -0.183], [0.437, -0.682, 1.331], [-1.457, 0.479, 0.510], [2.269, 2.899, 0.833], [0.783, -0.487, 0.908], [-0.590, 2.186, 0.584], [-1.038, 1.526, 0.693], [1.198, 0.219, -1.387], [1.638, -0.612, -1.281], [0.483, -0.629, -0.161], [1.097, 1.021, -1.429], [-1.536, -0.328, 0.194], [-0.307, -0.729, -0.141], [-0.564, 0.755, 0.462], [-0.584, 0.403, 1.003], [0.592, -1.141, 0.030], [1.400, 0.466, 1.308], [1.949, 0.802, 0.068], [-0.850, -0.321, -1.265], [-0.346, 0.758, 0.633], [1.464, 0.283, 1.636], [0.818, -1.186, -1.107], [-0.024, -0.916, -1.405], [0.025, 0.249, 0.319], [0.204, 0.410, 0.666], [0.702, -0.763, -0.405], [0.222, 0.192, -0.202], [-1.082, -0.513, 0.460], [0.391, -0.024, 0.090], [0.000, -0.484, -0.089], [-0.766, 0.312, -0.595], [0.856, 0.393, -0.315], [0.248, -0.899, 0.734], [-0.031, -0.024, 0.150], [0.063, 0.072, -0.791], [-0.740, -0.081, -0.405], [0.091, 0.179, 0.859], [0.042, 0.170, -0.164], [-1.233, -0.589, 0.254], [-0.653, -0.508, 0.706], [-0.646, 0.164, -0.504], [-0.550, 1.231, -0.668], [-1.015, -0.066, -0.921], [-0.183, 0.263, 0.478], [0.039, -0.651, -0.137], [-0.982, -0.902, -1.467], [0.470, -0.646, -0.745], [-0.209, 0.037, 0.226], [1.176, 0.241, 0.201], [0.011, -1.813, 0.169], [0.586, -0.493, -0.618], [0.680, 0.138, -0.124], [-0.365, 0.114, 0.635], [0.845, -0.206, 1.998], [-0.460, 0.124, -1.127], [-0.077, -0.050, 0.137], [-1.163, -0.799, 0.461], [0.600, -0.202, 0.019], [-0.245, 0.171, 0.255], [-1.196, 1.131, 0.019], [-0.309, -0.380, -0.037]]}

(2)
{"formula": "C27H38NOSc", "method": "ωB97M-V/def2-TZVPD", "largest_force_ev_per_a": 1.3, "spin_multiplicity": 2, "homo_lumo_gap_ev": [5.030, 7.389], "charge": 1, "lumo_energy_ev": [-3.16, -3.15], "homo_ha": [-0.30081, -0.38736], "elements": ["Sc", "O", "N", "C", "C", "C", "C", "C", "C", "C", "C", "C", "C", "C", "C", "C", "C", "C", "C", "C", "C", "C", "C", "C", "C", "C", "C", "C", "C", "C", "H", "H", "H", "H", "H", "H", "H", "H", "H", "H", "H", "H", "H", "H", "H", "H", "H", "H", "H", "H", "H", "H", "H", "H", "H", "H", "H", "H", "H", "H", "H", "H", "H", "H", "H", "H", "H", "H"], "coordinates": [[0.010734, -0.337171, -0.081402], [-0.344700, 1.384931, 0.885021], [-0.172965, 2.337028, 1.769160], [-3.226962, -0.998389, -1.286816], [1.021838, 2.943024, 1.853889], [-2.892840, 1.951323, -1.280073], [1.992542, 1.418317, -2.413913], [-1.045554, 3.705746, 3.475755], [0.174947, 4.351423, 3.587945], [1.885973, -1.426135, 0.872725], [1.453091, -1.308838, -3.270946], [0.628325, 0.805744, -2.186585], [1.115420, -2.441511, 0.240481], [-0.366069, 3.119856, -1.840110], [0.381866, -0.556377, -2.524300], [-0.495931, 1.622551, -1.866592], [-1.202168, 2.693166, 2.554475], [-0.865226, -1.133109, -2.275210], [3.336402, -1.153445, 0.590050], [-0.145129, -2.503353, 0.885767], [-1.232961, -1.358394, 2.940274], [-1.900309, -0.367003, -1.651146], [1.216315, 3.959138, 2.763829], [1.110823, -0.897607, 1.936932], [1.694015, -3.476853, -0.677116], [-1.193907, -3.556116, 0.683522], [-0.143648, -1.543894, 1.927152], [-1.729636, 1.048242, -1.591642], [-1.164638, -2.518246, -2.798565], [1.609421, 0.003278, 3.025570], [-1.156123, -3.985886, -0.317187], [2.420294, 0.653392, 2.690746], [1.198984, -2.350077, -3.431314], [-1.147552, -2.495925, -3.890192], [0.589082, 3.458719, -2.230285], [-2.110756, 2.131608, 2.398967], [-1.091623, -2.033040, 3.788587], [0.935247, -4.013104, -1.243407], [2.187563, 4.430258, 2.816352], [-3.952147, -0.942130, -2.105699], [-2.145835, -2.871336, -2.501219], [2.228471, -4.221692, -0.082442], [-2.623745, 2.726625, -0.559677], [1.771312, 2.570492, 1.171645], [-3.755518, 1.415964, -0.896430], [2.092844, 1.838982, -3.421026], [1.603820, -0.844229, -4.248109], [3.969813, -1.941570, 1.006223], [0.311724, 5.148103, 4.306147], [-0.435888, -3.256834, -2.479606], [-2.218813, -1.568066, 2.520671], [2.410379, -3.059065, -1.382717], [3.665000, -0.209147, 1.025193], [2.002616, -0.595870, 3.849684], [-1.250117, -0.340771, 3.337576], [2.412511, -1.281128, -2.754299], [3.544825, -1.109437, -0.480790], [-3.108376, -2.044768, -1.021902], [-1.887407, 3.975016, 4.097154], [2.188645, 2.221844, -1.706204], [-1.048461, -4.373272, 1.394329], [-1.148576, 3.574733, -2.448396], [-2.201979, -3.170196, 0.842457], [2.783139, 0.683283, -2.291626], [0.819318, 0.632006, 3.442125], [-0.480463, 3.522920, -0.828545], [-3.210180, 2.463897, -2.191642], [-3.671067, -0.507638, -0.423270]], "forces_ev_per_angstrom": [[-0.502, 0.692, -1.026], [-0.277, 1.024, 0.620], [0.054, -0.154, -0.085], [0.001, 0.056, -0.109], [0.039, 0.170, 0.022], [0.034, 0.002, 0.152], [-0.101, 0.006, -0.124], [-0.093, -0.048, 0.004], [0.001, 0.050, 0.057], [0.263, -0.179, 0.122], [0.041, -0.002, 0.073], [0.211, 0.001, 0.189], [0.162, -0.196, 0.171], [0.065, 0.035, 0.107], [0.001, 0.110, -0.437], [0.199, -0.157, -0.278], [-0.024, 0.051, 0.092], [-0.298, 0.025, -0.347], [-0.039, 0.031, -0.012], [0.041, -0.368, 0.232], [-0.076, 0.095, -0.065], [0.041, -0.210, 0.194], [0.088, -0.025, -0.072], [0.323, -0.385, 0.333], [-0.019, 0.064, -0.073], [-0.058, 0.054, -0.064], [0.037, -0.436, 0.510], [-0.097, -0.227, -0.221], [-0.039, 0.017, 0.056], [-0.035, 0.139, -0.081], [-0.004, 0.012, 0.007], [-0.025, -0.032, 0.012], [-0.007, -0.006, -0.011], [0.003, -0.001, -0.004], [-0.032, -0.001, -0.004], [0.006, -0.001, -0.016], [-0.010, 0.010, -0.003], [-0.002, -0.011, 0.015], [-0.020, 0.001, -0.001], [0.033, 0.007, 0.012], [0.010, 0.006, -0.013], [0.013, -0.017, 0.001], [0.008, -0.039, -0.003], [-0.020, -0.008, 0.001], [0.024, 0.015, -0.012], [-0.019, -0.017, 0.019], [0.013, 0.001, -0.001], [-0.002, 0.011, 0.010], [-0.003, -0.020, -0.013], [0.022, -0.021, 0.006], [0.018, 0.009, 0.007], [0.003, -0.007, 0.011], [-0.008, -0.001, -0.006], [0.010, 0.002, 0.011], [0.001, -0.024, -0.001], [-0.013, 0.004, 0.002], [-0.005, -0.008, 0.003], [-0.002, 0.000, 0.010], [0.013, 0.005, 0.000], [0.006, 0.001, 0.000], [-0.002, -0.016, -0.010], [0.000, 0.002, 0.010], [0.005, 0.005, 0.007], [0.009, 0.000, 0.006], [0.033, -0.052, 0.017], [0.000, -0.035, -0.012], [0.000, 0.006, 0.006], [-0.001, -0.013, -0.002]]}